Record 1
The following is a quantum chemistry calculation of C2H6Si2 in the gas phase at a distorted geometry, from OMol25.

Each line ends with the natural charge from an NBO analysis.
Geometry (Å):
C  0.73278  -0.93579  0.57990  -1.4020
C  -1.36423  0.83514  -0.13229  -1.2044
Si  1.11265  0.86818  1.00115  0.7158
Si  -0.29073  -0.28819  -0.92431  1.2222
H  1.62496  -1.71914  0.42950  0.2862
H  -0.05276  -1.24245  1.31442  0.2494
H  -1.81148  0.42000  0.82653  0.2525
H  -2.28213  1.37175  -0.47175  0.2528
H  1.81107  1.28432  -0.42523  -0.2583
H  0.51986  -0.59382  -2.19790  -0.1142

DFT total energy, Eh: -658.63908
Highest occupied orbital energy, eV: -8.111
Charge: 0
Lowest unoccupied orbital energy, eV: 0.01
Energy above the lowest of the compared OMol25 structures with the same formula, charge and spin, kcal per mole: 22.60

=====

Record 2
The following is a quantum chemistry calculation of 15 unconnected molecules or ions with the total composition C57H158N16O15 at a distorted geometry, from OMol25.

Each line ends with the Löwdin charge.
Geometry (Å):
C  -7.78086  -0.64126  31.11604  -0.0641
C  -8.53330  0.65084  31.26478  -0.4611
C  -9.76026  0.76622  30.41180  -0.2125
O  -9.43593  0.66736  29.00707  -0.1918
C  -10.24633  1.52318  28.22737  -0.1157
N  -8.91089  0.96969  32.68615  0.0509
H  -8.45205  -1.46792  31.36249  0.0845
H  -6.87244  -0.71332  31.73748  0.0597
H  -7.32632  -0.77940  30.11450  0.0837
H  -7.82299  1.41776  30.81813  0.1280
H  -10.18192  1.76959  30.63920  0.1127
H  -10.50350  -0.02206  30.65963  0.1412
H  -11.30108  1.43133  28.55965  0.1020
H  -10.15263  1.13620  27.16339  0.0968
H  -9.85504  2.53241  28.22175  0.0530
H  -9.41376  1.88226  32.62659  0.0730
H  -8.06045  1.18878  33.24102  0.0583
C  -6.91525  4.28010  35.52697  -0.0651
C  -5.56294  4.24868  34.79823  -0.3930
C  -5.87632  3.98026  33.32517  -0.2431
O  -6.30810  2.69530  32.97401  -0.1864
C  -5.27485  2.08772  32.09528  -0.0477
N  -4.98909  5.61589  35.01505  0.0395
H  -7.68859  4.90176  35.09726  0.0722
H  -6.79141  4.58743  36.55430  0.0734
H  -7.26627  3.25188  35.32580  0.0807
H  -4.92376  3.51996  35.23107  0.1202
H  -4.97692  4.20583  32.76603  0.0695
H  -6.65220  4.70489  33.06073  0.1203
H  -5.08927  2.62123  31.19498  0.0616
H  -5.54173  1.08383  31.87381  0.0546
H  -4.32804  2.16146  32.60666  0.0729
H  -4.01836  5.66699  34.72783  0.0333
H  -5.55234  6.46561  34.85717  0.0912
C  -2.12808  1.40824  30.55077  -0.0450
C  -0.74209  1.92719  30.92349  -0.4093
C  -0.78835  2.18314  32.41596  -0.2196
O  -1.50305  3.37147  32.51993  -0.2394
C  -1.92374  3.76865  33.79053  -0.0843
N  0.40734  1.09473  30.50400  0.0463
H  -2.18575  1.01609  29.51959  0.0683
H  -2.84782  2.21371  30.64744  0.0622
H  -2.42359  0.55795  31.13348  0.0451
H  -0.56690  2.96456  30.48805  0.1376
H  0.22296  2.24163  32.78926  0.1265
H  -1.35324  1.41029  32.94797  0.1241
H  -2.52300  4.66652  33.73613  0.0556
H  -1.03838  3.95654  34.38621  0.0957
H  -2.46606  2.92295  34.26745  0.0982
H  0.14618  0.66205  29.60190  0.0474
H  0.39538  0.27628  31.18358  0.0956
C  -0.54347  8.10642  31.36295  -0.0574
C  -0.97476  6.66948  31.68450  -0.3822
C  -1.71610  6.04342  30.50765  -0.1830
O  -3.06685  6.52618  30.36165  -0.2211
C  -3.93165  5.97465  31.34786  -0.0989
N  0.30356  5.89004  31.93488  0.0667
H  -1.24095  8.78232  30.86728  0.0753
H  0.27064  7.98984  30.64013  0.0683
H  -0.12936  8.71819  32.16636  0.0764
H  -1.66856  6.65590  32.57154  0.1288
H  -1.87871  4.96217  30.70589  0.0991
H  -1.26007  6.19674  29.51555  0.1206
H  -3.73700  6.31592  32.36759  0.0671
H  -3.79790  4.87898  31.30604  0.0746
H  -4.92295  6.31193  31.00139  0.0931
H  0.20142  4.87832  31.92156  0.0466
H  0.95063  6.23826  31.27399  0.0333
C  -2.81568  -3.10725  26.54327  -0.0650
C  -3.69137  -4.35654  26.85023  -0.3713
C  -4.96082  -3.82493  27.60060  -0.2096
O  -5.76491  -4.77570  28.26443  -0.1903
C  -7.09086  -4.44921  28.57168  -0.1137
N  -4.06231  -5.09112  25.60772  0.0501
H  -3.09646  -2.70569  25.56940  0.0573
H  -1.76717  -3.37847  26.42444  0.0802
H  -2.94829  -2.35862  27.26995  0.0270
H  -3.18953  -5.03502  27.54555  0.1313
H  -5.49474  -3.41034  26.79713  0.0888
H  -4.73150  -3.01614  28.29360  0.0997
H  -7.47192  -3.55162  27.93935  0.1173
H  -7.15165  -4.12616  29.60597  0.0674
H  -7.73654  -5.33366  28.41839  0.0883
H  -4.31236  -4.32784  24.99596  0.0412
H  -4.82798  -5.70067  25.84430  0.0641
C  -6.86801  -2.27990  22.92708  -0.0701
C  -5.91297  -1.12937  23.12443  -0.4469
C  -5.51654  -0.88152  24.65059  -0.1499
O  -6.70355  -0.61045  25.40980  -0.2026
C  -7.45035  0.54016  25.09469  -0.1023
N  -4.71539  -1.55960  22.45683  0.0248
H  -6.41944  -3.19222  23.26499  0.0598
H  -7.07693  -2.35690  21.86030  0.0874
H  -7.76928  -2.26567  23.58328  0.0936
H  -6.30847  -0.24836  22.59861  0.1266
H  -4.74628  -0.09899  24.76833  0.1037
H  -5.18872  -1.87760  24.95148  0.0899
H  -7.70416  0.56347  24.04621  0.0726
H  -7.01120  1.53357  25.30610  0.0807
H  -8.38329  0.48422  25.63947  0.0746
H  -4.45128  -0.97465  21.64662  0.0580
H  -4.76913  -2.53488  22.13255  0.0774
C  -8.52903  8.45418  29.87972  -0.0564
C  -9.48785  7.56916  29.09200  -0.3818
C  -9.53094  6.15563  29.77929  -0.2091
O  -8.31187  5.52528  29.48071  -0.2090
C  -8.13186  4.24572  30.05130  -0.0878
N  -10.94016  7.97918  28.92259  0.0422
H  -8.49178  9.50079  29.57900  0.0779
H  -7.50265  8.11466  29.74957  0.0599
H  -8.65879  8.38535  30.95862  0.0743
H  -9.07112  7.49957  28.10736  0.0811
H  -10.40535  5.60983  29.49190  0.1032
H  -9.62141  6.30967  30.87459  0.1274
H  -9.01159  3.59401  29.85930  0.0658
H  -8.05905  4.27368  31.14859  0.0797
H  -7.19599  3.87601  29.52607  0.1131
H  -11.00455  8.94637  28.67171  0.0507
H  -11.38773  7.85810  29.83798  0.0697
C  -4.29247  2.20144  22.63507  -0.0294
C  -3.28333  1.78063  21.50610  -0.4293
C  -2.21879  0.88872  22.07946  -0.1915
O  -1.31205  0.49380  20.98766  -0.2110
C  -0.03426  0.07482  21.48939  -0.1022
N  -3.95253  1.08797  20.40736  0.0375
H  -3.93130  3.06829  23.17923  0.0599
H  -4.46992  1.31783  23.26244  0.0474
H  -5.21431  2.56798  22.07159  0.1010
H  -2.73696  2.64834  21.06708  0.1410
H  -2.57320  0.01888  22.56887  0.0870
H  -1.58753  1.52952  22.75373  0.1333
H  0.36516  0.83230  22.15531  0.0675
H  0.52700  -0.09324  20.58099  0.0836
H  -0.03382  -0.87441  22.07793  0.0901
H  -3.24910  0.58960  19.85848  0.0774
H  -4.59857  1.60515  19.85370  0.0650
C  1.99182  4.43109  28.15458  -0.0560
C  2.10670  3.32479  27.14238  -0.4291
C  2.98410  3.75048  25.95417  -0.2425
O  2.43871  4.64019  25.03439  -0.1610
C  1.66340  3.95632  24.11712  -0.1404
N  2.78761  2.11449  27.74275  0.0346
H  1.66580  5.42977  27.80590  0.0710
H  3.02626  4.41137  28.53247  0.0820
H  1.37743  4.17997  29.04107  0.0691
H  1.13605  3.06417  26.74905  0.1013
H  3.29622  2.78826  25.51767  0.1143
H  4.00070  4.21464  26.23172  0.1533
H  1.00846  3.15214  24.56426  0.0938
H  2.18242  3.49992  23.27634  0.0878
H  0.92697  4.61821  23.71523  0.0757
H  2.27565  1.96610  28.64443  0.0681
H  3.76127  2.33179  27.98098  0.0732
C  -8.26717  8.75907  25.85727  -0.0657
C  -6.74602  8.75217  25.49073  -0.3765
C  -6.02550  7.94419  26.62503  -0.1949
O  -5.64672  8.81935  27.70210  -0.1831
C  -4.80590  8.08914  28.53443  -0.1572
N  -6.59663  7.95367  24.24692  0.0297
H  -8.87510  9.42477  25.21270  0.0787
H  -8.48163  9.13625  26.89488  0.0804
H  -8.66855  7.74086  25.77209  0.0480
H  -6.37086  9.75771  25.45214  0.1240
H  -5.12209  7.44526  26.20440  0.1114
H  -6.78226  7.15685  26.97559  0.1215
H  -5.36279  7.24219  28.94558  0.0651
H  -4.52930  8.76254  29.38313  0.1088
H  -3.92102  7.69855  28.01385  0.0779
H  -5.72719  8.05897  23.70826  0.0843
H  -7.38008  8.23702  23.67747  0.0565
C  -3.71864  -1.94586  31.03585  -0.0474
C  -2.89207  -1.91301  32.31757  -0.4418
C  -3.75343  -1.71808  33.54041  -0.1865
O  -4.35528  -0.39464  33.59390  -0.2163
C  -4.90390  -0.20266  34.86096  -0.1175
N  -2.10312  -3.15817  32.45379  0.0478
H  -3.03265  -2.08498  30.24536  0.0628
H  -4.18851  -0.94663  31.00276  0.0630
H  -4.49103  -2.75908  31.16226  0.1071
H  -2.17487  -1.12182  32.26724  0.1056
H  -3.23728  -1.86810  34.50116  0.1186
H  -4.54120  -2.48526  33.50768  0.1295
H  -5.42566  0.74319  34.83382  0.0770
H  -4.13001  -0.34241  35.65453  0.1004
H  -5.61053  -0.99074  35.03857  0.0806
H  -2.64643  -4.00409  32.32101  0.0742
H  -1.53575  -3.17615  33.27157  0.0567
C  -2.24307  3.56771  26.53843  -0.0345
C  -3.77038  3.53585  26.41533  -0.4289
C  -4.33819  2.61557  27.44428  -0.2249
O  -3.99320  1.27202  27.20004  -0.1973
C  -4.65537  0.41546  28.12603  -0.0760
N  -4.20658  4.88697  26.58749  0.0717
H  -1.76448  2.65373  26.34430  0.0304
H  -1.93652  4.05986  27.47729  0.0870
H  -1.87672  4.32207  25.83160  0.0670
H  -4.07766  3.14001  25.45123  0.1244
H  -5.39813  2.69138  27.38221  0.0965
H  -4.16938  2.92560  28.50176  0.1324
H  -4.60455  -0.61431  27.78429  0.0730
H  -5.71737  0.69028  28.13509  0.0920
H  -4.19689  0.59149  29.12035  0.0654
H  -3.94265  5.23567  27.53075  0.0865
H  -5.19104  5.04374  26.50809  0.0387
C  -7.93037  4.64997  25.88946  -0.0607
C  -9.30016  4.00094  25.60566  -0.3844
C  -10.44406  5.02591  25.87819  -0.1941
O  -11.66726  4.46364  25.41018  -0.2131
C  -12.63493  5.49827  25.29791  -0.1027
N  -9.20146  3.61829  24.18841  0.0521
H  -7.83180  5.66124  25.51652  0.0489
H  -7.23484  3.93322  25.49800  0.0544
H  -7.70171  4.80070  26.94712  0.0607
H  -9.44290  3.10996  26.22216  0.0993
H  -10.27938  6.00847  25.34432  0.1247
H  -10.58709  5.34605  26.91986  0.1120
H  -13.61984  5.05072  25.29493  0.0799
H  -12.46752  6.08955  24.40181  0.0867
H  -12.54811  6.05031  26.28357  0.1014
H  -10.16045  3.48140  23.90556  0.0613
H  -8.93315  4.44318  23.67055  0.0720
C  -0.48757  6.84808  26.26784  -0.0517
C  0.40650  8.15589  26.57429  -0.3787
C  1.07554  8.69438  25.26416  -0.1993
O  1.63253  9.98424  25.54446  -0.2097
C  2.50390  10.53977  24.57700  -0.1039
N  -0.56942  9.16989  26.98081  0.0377
H  -1.17308  7.07798  25.43473  0.0811
H  -1.18199  6.64069  27.15722  0.0727
H  0.03310  5.97392  26.04944  0.0121
H  1.24522  7.88752  27.27325  0.1302
H  0.36812  8.73431  24.41230  0.1239
H  1.86052  7.99315  24.87777  0.1253
H  2.86054  11.49417  24.89146  0.0738
H  1.90210  10.82509  23.70266  0.0880
H  3.27743  9.83358  24.32512  0.0808
H  -1.11162  8.84326  27.77441  0.0558
H  -0.14373  10.01520  27.30428  0.0604
C  -0.42319  0.35499  26.61482  -0.5915
O  -0.57668  1.21726  27.51438  -0.0288
N  -1.53984  -0.39686  26.19683  0.1697
N  0.71649  0.10523  25.93888  0.1794
H  -2.35004  -0.18929  26.70282  0.0426
H  -1.57158  -0.62297  25.20481  0.0994
H  0.70690  -0.74280  25.39771  0.0989
H  1.60115  0.42758  26.28736  0.0786

DFT total energy, Eh: -4270.86074
Highest occupied orbital energy, eV: -8.717
Charge: 0
Lowest unoccupied orbital energy, eV: 0.56
Energy above the lowest of the compared OMol25 structures with the same formula, charge and spin, kcal per mole: 0.00

=====

Record 3
The following is a quantum chemistry calculation of a molecular structure, C38H42ClFeN9OS2 at a distorted geometry, from OMol25.

Each line ends with the Mulliken spin population.
Geometry (Å):
Fe  0.86608  0.86242  -0.28831  3.0016
C  0.21934  -5.38666  0.37922  -0.0052
C  0.31637  -4.07295  -0.34913  -0.0059
C  -0.81886  -3.43568  -0.84573  0.0405
C  -0.72990  -2.18787  -1.43955  -0.0131
C  0.49359  -1.52108  -1.61433  -0.0740
N  0.59668  -0.24932  -2.14926  0.0572
C  -0.03185  0.05680  -3.29009  0.0348
C  -0.51431  -0.92525  -4.20996  -0.0049
C  -1.16552  -0.62984  -5.38309  -0.0031
C  -1.38047  0.68824  -5.78582  0.0026
C  -2.05295  1.03422  -7.08600  0.0006
C  -0.87540  1.66907  -4.94598  0.0004
C  -0.21916  1.39857  -3.75127  0.0127
N  0.25796  2.54771  -3.01623  -0.0078
C  -0.04134  3.84925  -3.25720  0.0057
C  0.65161  4.61785  -2.35104  -0.0011
C  1.36299  3.68478  -1.58331  0.0057
N  1.11703  2.44830  -1.98385  0.0213
C  1.64660  -2.18417  -1.14109  -0.0699
C  1.53280  -3.42338  -0.50978  0.0791
N  2.93527  -1.69958  -1.41974  0.1718
C  3.95488  -2.48654  -1.96125  0.3996
C  5.13342  -1.76948  -1.89158  -0.2198
C  4.87573  -0.58058  -1.24652  0.3095
N  3.52847  -0.52804  -0.89143  0.1352
H  -0.64538  -5.96204  0.03978  -0.0001
H  0.11043  -5.24495  1.45938  0.0018
H  1.10976  -5.99888  0.22189  0.0000
H  -1.78766  -3.92293  -0.76672  0.0044
H  -1.62350  -1.70173  -1.81834  0.0029
H  -0.34493  -1.96266  -3.95363  0.0010
H  -1.49678  -1.44669  -6.01924  -0.0008
H  -2.72927  0.23739  -7.40376  0.0000
H  -1.33911  1.18987  -7.90190  0.0000
H  -2.64583  1.94892  -7.00252  0.0000
H  -0.99157  2.69695  -5.26561  0.0003
H  -0.69791  4.15012  -4.05331  0.0016
H  0.64071  5.69136  -2.26553  -0.0006
H  2.01342  3.83337  -0.73517  0.0031
H  2.44638  -3.88652  -0.14928  0.0321
H  3.70134  -3.41351  -2.44420  0.0571
H  6.08633  -2.07086  -2.29645  -0.0111
H  5.52699  0.24026  -1.01524  0.0614
N  2.07552  1.72492  3.47526  0.0037
C  1.05973  2.59051  3.21457  0.0119
S  1.34938  4.04551  2.46171  -0.0026
N  -0.14113  2.12316  3.65384  0.0075
C  -1.45583  2.61563  3.55511  -0.0091
C  -1.81104  3.89706  3.14838  -0.0020
C  -3.15625  4.23921  3.09051  0.0012
C  -4.15263  3.33813  3.42746  0.0016
C  -3.79057  2.06157  3.83956  0.0073
C  -2.45703  1.70523  3.90526  0.0072
H  2.90210  1.90517  2.92900  0.0092
H  1.86632  0.73655  3.51798  0.0073
H  -0.11615  1.18362  4.02046  -0.0108
H  -1.04343  4.59818  2.86634  0.0002
H  -3.41938  5.23911  2.76561  -0.0003
H  -5.19549  3.62259  3.36907  0.0000
H  -4.54651  1.33367  4.10689  0.0001
H  -2.18183  0.70082  4.21168  -0.0097
Cl  0.47245  -1.13119  5.09148  0.0108
C  -0.69401  -2.23928  4.41337  0.1731
C  -1.28723  -3.14635  5.26809  -0.1074
C  -2.21346  -4.05655  4.77389  0.2161
C  -2.53880  -4.04800  3.41740  -0.1042
C  -1.94472  -3.13979  2.56948  0.1603
C  -0.99484  -2.19219  3.03175  0.1482
C  -0.41734  -1.28124  2.13348  -0.0231
H  -1.01738  -3.13716  6.31530  -0.0017
H  -2.67433  -4.76877  5.44616  0.0202
H  -3.25485  -4.75898  3.02461  -0.0055
H  -2.17711  -3.13770  1.51339  0.0340
H  -0.64316  -1.31923  1.07677  0.2059
H  0.30016  -0.54095  2.44702  0.3582
C  3.68229  -1.11434  1.88051  0.0428
O  2.58301  -0.44623  1.29923  -0.0489
C  2.84579  0.36594  -0.00215  -0.0620
C  3.81152  1.48011  0.35619  -0.0462
H  4.33443  -1.56161  1.12150  0.0017
H  3.29473  -1.91743  2.51580  -0.0024
H  4.30325  -0.45314  2.50582  0.0001
H  4.74372  1.14911  0.83734  -0.0046
H  3.32929  2.21421  1.00141  -0.0215
H  4.09756  2.02894  -0.54679  0.0146
N  -2.74925  2.65622  -1.82737  0.0055
C  -2.51655  1.69007  -0.91955  0.0197
N  -3.40606  0.66124  -0.94298  0.0028
S  -1.26129  1.76253  0.18088  -0.0336
H  -3.68359  2.80147  -2.17310  0.0001
H  -2.14039  3.45974  -1.78248  -0.0007
H  -3.82240  0.42949  -1.83256  0.0000
H  -3.13974  -0.12383  -0.37037  -0.0017

DFT total energy, Eh: -4561.44365
Highest occupied orbital energy (alpha / beta), eV: -1.302 / -2.411
Multiplicity: 6
Charge: -1
Lowest unoccupied orbital energy (alpha / beta), eV: 2.17 / 1.51
Energy above the lowest of the compared OMol25 structures with the same formula, charge and spin, kcal per mole: 46.31